Entry 1:
DFT (the ωB97M-V functional and the def2-TZVPD basis) results for C16H25N3O4S as an isolated structure.

```
! RIJCOSX wB97M-V def2-TZVPD def2/J DEFGRID3
* xyz 0 1
C 5.3794 -2.7288 -0.1993
C 4.2149 -3.0072 0.6614
C 3.3852 -1.8134 1.1263
C 2.2463 -2.1687 1.8890
N 1.2126 -2.0675 0.9188
C 0.6048 -0.9074 0.9278
O 1.1722 0.0988 1.5007
N -0.6264 -0.9571 0.0022
C -1.3457 0.1341 -0.4707
O -2.2007 0.0482 -1.2175
N -1.1170 1.2354 0.1418
C -1.4956 2.4982 -0.3719
C -0.4009 3.7030 -0.8428
C -1.0996 4.8312 -1.0674
C -2.3332 5.1594 -1.1738
C -3.1971 4.1893 -0.4583
C -2.7160 3.0748 -0.1493
C -3.7595 1.9688 0.4191
H -3.5809 1.5181 1.1631
H -4.8011 2.4100 0.6725
H -3.9491 1.1253 -0.4825
H -4.3352 4.3275 -0.3616
C -2.9363 6.4690 -1.4321
H -2.9276 6.5030 -2.3954
H -3.9486 6.6241 -1.3201
H -2.2059 7.3604 -1.1934
H -0.1508 5.6996 -1.4509
C 0.7510 3.2063 -0.8361
H 1.1254 2.3442 -1.2959
H 1.3163 3.1085 0.2581
H 1.3722 4.0344 -1.2777
H -0.0892 1.3503 0.5702
H -1.1039 -1.8058 -0.0807
S 0.7624 -3.4806 0.1555
O 1.4502 -4.6227 0.7031
O -0.9860 -3.6919 0.1707
C 1.2096 -3.1351 -1.6657
H 2.2444 -2.9182 -1.1912
H 0.6373 -2.3098 -1.8331
H 0.9527 -4.1513 -1.9991
H 2.0971 -1.3912 2.8834
H 2.2725 -3.3676 2.5804
H 4.2824 -1.3890 1.8834
H 3.4481 -1.2071 0.3677
H 4.7104 -3.7914 1.4939
H 3.5633 -3.6661 0.1741
H 5.9884 -3.5446 -0.5649
H 6.1791 -1.9230 0.2236
H 4.9381 -2.3177 -1.2669
*
```

The total energy comes out at -1487.533333 a.u. As for the relative energy (zero: lowest compared OMol25 entry of this formula, charge and spin): 17.300 eV. Its HOMO-LUMO gap is 8.03 eV.

---

Entry 2:
DFT (the ωB97M-V functional and the def2-TZVPD basis) results for a 2-piece molecular cluster, C3H5FOS overall.

```
! RIJCOSX wB97M-V def2-TZVPD def2/J DEFGRID3
* xyz 0 1
C -0.5717 1.0817 1.5133
C -0.8273 0.8200 0.1828
C 1.4924 -0.8336 -1.3079
O -1.6894 -1.6282 0.9171
F -0.6239 1.6154 -0.8648
S -1.5964 -0.8085 -0.2918
H -0.8515 0.3459 2.1144
H -0.0408 1.9084 1.8779
H 1.4052 -1.8214 -1.4646
H 1.4734 -0.3695 -0.4112
H 1.8299 -0.3103 -2.2652
*
```

The total energy comes out at -690.424212 a.u. As for the relative energy (zero: lowest compared OMol25 entry of this formula, charge and spin): 4.502 eV. Its HOMO-LUMO gap (spin up / spin down) is 8.85 / 7.67 eV.

---

Entry 3:
DFT (the ωB97M-V functional and the def2-TZVPD basis) results for one molecule with the formula C3H7N3O.

```
! RIJCOSX wB97M-V def2-TZVPD def2/J DEFGRID3
* xyz 0 1
O -1.7441 1.6471 1.5018
N -0.7839 0.6275 1.8743
C -0.2854 0.1333 0.7857
N -0.5634 0.5282 -0.4912
C 0.0521 -0.4296 -1.4123
C 1.2853 -0.7323 -0.6210
N 0.8104 -0.7381 0.7426
H -2.1183 1.9218 2.3724
H -1.5083 0.7901 -0.6125
H 0.3114 0.0299 -2.4122
H -0.5111 -1.3851 -1.5701
H 2.0619 0.0497 -0.7523
H 1.6453 -1.6800 -0.9793
H 1.3482 -0.7625 1.5742
*
```

The total energy comes out at -357.962148 a.u. As for the relative energy (zero: lowest compared OMol25 entry of this formula, charge and spin): 2.387 eV. Its HOMO-LUMO gap is 9.01 eV. The SMILES is ON=C1NCCN1.

---

Entry 4:
DFT (the ωB97M-V functional and the def2-TZVPD basis) results for C22H21N4O2SeTb as an isolated structure.

```
! RIJCOSX wB97M-V def2-TZVPD def2/J DEFGRID3
* xyz 2 7
Tb -18.2034 0.3533 4.3554
C -15.9094 -1.4009 6.2408
O -17.2993 -1.4324 5.7198
C -17.8789 -2.6626 5.8782
C -17.3754 -3.7507 6.5827
C -18.1874 -4.8634 6.7315
C -19.4696 -4.9465 6.3349
C -19.9940 -3.8224 5.7218
C -19.1950 -2.7635 5.3944
N -19.6502 -1.5678 4.6912
N -20.8095 -1.6307 4.2560
C -21.5430 -0.7540 3.5755
C -21.1454 0.5818 3.2394
O -19.9524 1.0292 3.6080
C -22.0690 1.4235 2.5580
C -23.3397 1.0566 2.2819
C -23.7346 -0.2641 2.5942
C -24.9897 -0.7188 2.2450
C -25.4153 -1.9914 2.6313
C -24.5835 -2.8604 3.3160
C -23.3412 -2.4815 3.5907
C -22.8600 -1.1875 3.2490
H -16.0327 -1.0805 7.3089
H -15.4249 -0.6093 5.6060
H -15.3763 -2.3694 6.0482
H -16.3366 -3.7806 6.9301
H -17.7116 -5.7411 7.1368
H -19.9796 -5.8656 6.5639
H -20.9971 -3.8332 5.3977
H -21.7756 2.3835 2.2833
H -23.9528 1.7113 1.7824
H -25.6722 -0.1583 1.6339
H -26.4559 -2.2609 2.3854
H -24.9025 -3.8714 3.6337
H -22.6730 -3.0691 4.1279
C -14.9560 3.3238 3.4203
N -15.4390 3.0515 2.0981
C -15.3940 3.9271 0.9873
C -15.8860 3.2408 -0.1077
N -16.2577 2.0154 0.3463
C -16.7368 0.9913 -0.6042
C -15.9854 1.8995 1.6798
Se -16.0587 0.2142 2.6070
H -13.9741 2.8623 3.5535
H -15.5961 2.9693 4.2360
H -14.9491 4.4307 3.5418
H -14.9670 4.9275 1.1112
H -16.1815 3.5431 -1.0902
H -16.9460 1.4861 -1.5358
H -17.6493 0.5001 -0.2913
H -15.9470 0.2450 -0.7948
*
```

The total energy comes out at -4445.735137 a.u. As for the expectation value of S²: 12.1572. As for the relative energy (zero: lowest compared OMol25 entry of this formula, charge and spin): 0.310 eV. Its HOMO-LUMO gap (spin up / spin down) is 4.61 / 6.27 eV.

---

Entry 5:
DFT (the ωB97M-V functional and the def2-TZVPD basis) results for a 12-piece molecular cluster, C52H78F30O26 overall.

```
! RIJCOSX wB97M-V def2-TZVPD def2/J DEFGRID3
* xyz 0 1
C -14.8149 26.7937 2.5885
C -14.1642 26.4369 1.1932
O -15.2484 26.1411 0.3151
C -14.9250 25.7454 -0.9393
O -13.7736 25.5355 -1.3110
C -16.1284 25.5422 -1.8317
F -17.2900 25.7738 -1.1757
F -16.0012 26.5500 -2.6769
F -16.1737 24.4626 -2.4288
H -15.3576 25.9470 3.0088
H -15.3983 27.6961 2.4055
H -14.0606 27.1183 3.3053
H -13.5168 25.6385 1.5561
H -13.4010 27.1283 0.8360
C -4.0679 19.5954 14.4672
C -2.7296 19.5994 13.6624
O -3.0182 19.8525 12.3334
C -3.3576 18.8254 11.4259
O -3.4770 17.6648 11.6524
C -3.6025 19.4240 10.0297
F -3.3348 20.7284 9.9285
F -2.6238 18.8717 9.2239
F -4.8260 19.0739 9.6259
H -4.6527 20.4930 14.2659
H -3.9046 19.4707 15.5376
H -4.6627 18.8274 13.9726
H -2.2158 18.6472 13.7944
H -2.1664 20.3450 14.2235
C -3.7953 17.3901 -5.3746
C -3.3095 18.6851 -4.8200
O -2.4432 19.1781 -5.8958
C -1.8060 20.4210 -5.7413
O -1.9236 21.1075 -4.7053
C -0.7386 20.8408 -6.8154
F 0.5426 20.5847 -6.3687
F -0.9768 20.0828 -7.9152
F -0.8202 22.1523 -7.0367
H -4.6530 16.9453 -4.8700
H -2.9915 16.6541 -5.3553
H -4.2429 17.5562 -6.3546
H -2.8657 18.4648 -3.8490
H -4.0245 19.4690 -4.5703
C -7.2300 23.7852 -1.9683
C -6.2980 24.3558 -0.8702
O -6.1389 25.6932 -1.2708
C -6.7354 26.6623 -0.5826
O -7.1058 26.5778 0.6204
C -7.0377 27.8855 -1.4767
F -6.1092 28.8287 -1.2301
F -7.1188 27.6350 -2.7903
F -8.1771 28.4293 -1.0975
H -7.4179 22.7126 -1.9204
H -6.8511 23.9399 -2.9785
H -8.1780 24.3199 -1.9100
H -5.4057 23.7309 -0.8329
H -6.6804 24.3226 0.1500
C 5.3644 14.7893 -6.3545
C 5.6238 13.5238 -5.5211
O 4.4088 13.2294 -4.8631
C 4.1090 11.9735 -4.2351
O 4.9542 11.0944 -4.0398
C 2.6319 11.7587 -3.7550
F 2.5683 11.8114 -2.4239
F 1.6930 12.6216 -4.1824
F 2.1707 10.5397 -4.0790
H 5.2831 15.6963 -5.7555
H 4.4947 14.7409 -7.0097
H 6.2044 15.1250 -6.9626
H 6.5072 13.5604 -4.8836
H 5.8562 12.7142 -6.2129
C 6.1980 16.1300 7.8537
C 6.0621 17.3607 8.7120
O 6.0656 18.5371 7.9185
C 4.9477 19.0178 7.2558
O 3.8588 18.5062 7.2672
C 5.0958 20.4272 6.6518
F 5.6136 20.3898 5.4167
F 3.8991 21.0575 6.5317
F 5.9139 21.1404 7.3877
H 5.9870 15.1731 8.3311
H 7.1788 16.0174 7.3919
H 5.4749 16.1648 7.0388
H 6.9537 17.2366 9.3266
H 5.2158 17.3405 9.3985
C -6.5673 8.9241 -3.4423
C -7.7844 9.3441 -4.2864
O -8.4168 8.1930 -4.7732
C -9.2045 7.4918 -3.9048
O -9.5375 7.9012 -2.7534
C -9.8479 6.1004 -4.4729
F -8.8727 5.1700 -4.6283
F -10.8376 5.6153 -3.7122
F -10.4518 6.2871 -5.6748
H -6.0929 8.0546 -3.8973
H -6.8929 8.6579 -2.4367
H -5.8776 9.7643 -3.3626
H -7.4460 9.9706 -5.1116
H -8.4997 9.8789 -3.6617
C -11.8639 11.9278 1.7060
C -12.9890 12.7801 0.9582
O -13.8609 11.9287 0.2945
C -15.1474 12.1370 0.3644
O -15.6869 13.1468 0.8152
C -16.1198 10.9110 -0.1618
F -16.8641 10.4528 0.8170
F -16.8604 11.4693 -1.1361
F -15.4614 9.8910 -0.7947
H -10.9512 11.8903 1.1113
H -12.2348 10.9548 2.0284
H -11.5772 12.5989 2.5157
H -12.5631 13.4698 0.2296
H -13.3284 13.4232 1.7702
C -1.4413 10.4408 7.7188
C -0.9684 9.3096 6.7516
O -1.7263 9.1039 5.5328
C -1.7316 7.7881 5.0181
O -1.2528 6.8125 5.5432
C -2.2859 7.7181 3.5837
F -1.5995 6.8062 2.9373
F -3.5533 7.4353 3.5269
F -2.1197 8.8673 2.9358
H -1.4007 11.4240 7.2499
H -0.7798 10.4435 8.5852
H -2.4372 10.2142 8.0994
H -0.8749 8.3751 7.3048
H 0.0233 9.6409 6.4436
C -15.5120 17.2483 8.3659
C -15.0930 17.0348 9.8612
O -15.7354 17.9604 10.7108
C -17.0111 17.6635 11.2370
O -17.7240 16.7809 10.7975
C -17.4612 18.4395 12.4418
F -17.8547 17.5993 13.3757
F -16.5110 19.1862 12.9924
F -18.4513 19.2221 12.0415
H -14.6405 17.3701 7.7226
H -15.8888 18.2515 8.1668
H -16.1417 16.4165 8.0502
H -14.0268 17.2610 9.8615
H -15.3590 16.0520 10.2504
C -2.1429 17.6423 2.3209
O -3.4483 17.3391 1.8683
C -3.8432 15.9053 2.2186
C -5.1544 15.5941 1.4313
O -6.3801 15.9630 2.1078
C -6.4309 17.3173 2.5257
C -7.7556 17.6015 3.2912
O -7.8734 18.9830 3.3414
C -9.0458 19.5521 3.8139
H -1.4704 17.4153 1.4937
H -1.7129 17.0044 3.0931
H -1.9801 18.6944 2.5546
H -4.0983 15.7590 3.2682
H -3.1152 15.1279 1.9865
H -5.2600 14.5109 1.4908
H -5.1341 15.7772 0.3569
H -6.2718 18.0208 1.7084
H -5.6089 17.4477 3.2295
H -7.6142 17.1055 4.2514
H -8.5942 17.1881 2.7308
H -8.9441 20.6208 3.6248
H -9.0359 19.4579 4.8998
H -9.9967 19.1420 3.4737
C 3.9858 24.0627 -0.8997
O 4.4176 22.6725 -0.7524
C 5.1844 22.2710 -1.8645
C 6.6185 22.8140 -1.9940
O 6.6479 24.1750 -2.4572
C 7.9764 24.4781 -2.5725
C 8.2410 25.9758 -2.8842
O 8.1551 26.2939 -4.2748
C 8.8270 27.4920 -4.6748
H 3.5073 24.1398 0.0766
H 3.2198 24.1133 -1.6735
H 4.6822 24.8973 -0.9822
H 4.5997 22.3557 -2.7806
H 5.2396 21.1942 -1.7049
H 7.0365 22.0855 -2.6887
H 7.1737 22.6531 -1.0699
H 8.5282 23.8710 -3.2902
H 8.4861 24.3632 -1.6159
H 9.1960 26.2585 -2.4411
H 7.5780 26.6955 -2.4039
H 9.0419 27.6734 -5.7279
H 9.7794 27.5384 -4.1466
H 8.2061 28.3282 -4.3534
*
```

The total energy comes out at -6980.141195 a.u. Its HOMO-LUMO gap is 9.85 eV. The SMILES is CCOC(=O)C(F)(F)F.CCOC(=O)C(F)(F)F.CCOC(=O)C(F)(F)F.CCOC(=O)C(F)(F)F.CCOC(=O)C(F)(F)F.CCOC(=O)C(F)(F)F.CCOC(=O)C(F)(F)F.CCOC(=O)C(F)(F)F.CCOC(=O)C(F)(F)F.CCOC(=O)C(F)(F)F.COCCOCCOC.COCCOCCOC.

---

Entry 6:
DFT (the ωB97M-V functional and the def2-TZVPD basis) results for a 2-piece molecular cluster, C5H14NO2 overall.

```
! RIJCOSX wB97M-V def2-TZVPD def2/J DEFGRID3
* xyz 1 1
C -0.5251 1.7921 0.8133
C -1.2332 -0.6682 -0.8538
C 2.0390 -0.1190 -1.0130
C -0.4076 0.2915 1.2252
C -0.1327 -0.5968 0.0841
N 0.1405 -2.0017 0.5198
O 2.0765 -0.0829 -2.3293
O 0.4837 0.0371 2.2158
H 0.4560 2.1519 0.9840
H -1.3843 2.1251 1.2930
H -0.6965 1.9243 -0.2796
H -0.9984 -1.1419 -1.7924
H -2.1154 -1.2705 -0.4999
H -1.6162 0.4253 -1.1059
H 2.1459 0.7791 -0.4755
H 2.4825 -0.9701 -0.5181
H -1.4538 -0.0311 1.5434
H 0.7941 -1.9015 1.2698
H 0.6746 -2.6404 -0.1714
H -0.7599 -2.3839 0.9757
H 2.1387 0.7731 -2.6624
H 0.3536 0.3975 3.0532
*
```

The total energy comes out at -403.760029 a.u. As for the relative energy (zero: lowest compared OMol25 entry of this formula, charge and spin): 4.934 eV. Its HOMO-LUMO gap (spin up / spin down) is 8.61 / 8.61 eV.

---

Entry 7:
DFT (the ωB97M-V functional and the def2-TZVPD basis) results for C5H9F6NNaO8S3 as an isolated structure.

```
! RIJCOSX wB97M-V def2-TZVPD def2/J DEFGRID3
* xyz -1 1
Na -20.2232 -21.4860 -9.6345
C -18.5045 -26.2486 -6.8498
F -17.4976 -25.5390 -7.3260
F -18.2266 -27.5822 -6.7034
F -18.8623 -25.7860 -5.6941
S -20.0445 -26.0025 -8.1478
O -20.5429 -27.3407 -8.4977
O -21.0713 -25.1480 -7.5019
N -19.2276 -25.0251 -9.3992
S -18.7737 -26.1955 -10.3833
O -17.9319 -27.2548 -9.8002
O -19.8728 -26.7066 -11.2016
C -17.5718 -25.2188 -11.4941
F -18.2439 -24.1762 -11.9949
F -16.5175 -24.8655 -10.8000
F -17.2388 -26.0744 -12.4378
O -21.5040 -18.6271 -10.4114
H -21.8521 -19.3935 -10.9073
O -16.3216 -19.6800 -11.2311
S -15.7720 -18.3709 -10.9336
O -16.7174 -17.3363 -10.5954
O -14.7576 -18.5885 -9.5369
C -14.2266 -19.9464 -9.2671
C -12.8460 -20.1769 -9.8154
C -14.4005 -17.7867 -12.1125
H -15.0759 -20.5656 -9.5557
H -14.1468 -20.0645 -8.1865
H -12.5432 -21.2203 -9.7270
H -12.1717 -19.5839 -9.1975
H -12.9144 -19.9783 -10.8849
H -14.8856 -17.5902 -13.0686
H -13.7545 -18.6559 -12.2367
H -13.8636 -17.0002 -11.5821
*
```

The total energy comes out at -2808.580740 a.u. As for the relative energy (zero: lowest compared OMol25 entry of this formula, charge and spin): 0.000 eV. Its HOMO-LUMO gap is 5.94 eV.

---

Entry 8:
DFT (the ωB97M-V functional and the def2-TZVPD basis) results for one molecule with the formula C3H6N2O2.

```
! RIJCOSX wB97M-V def2-TZVPD def2/J DEFGRID3
* xyz 0 1
N 0.0985 1.9305 -0.9310
C 0.0139 0.7391 -0.3674
O -0.9050 -0.0694 -0.7347
C 1.0351 0.1599 0.6022
O 1.2051 -1.0930 0.1484
C -0.7937 -1.4049 -0.0509
N -1.4591 -1.4645 1.0178
H -0.4858 2.2194 -1.7064
H 0.9018 2.4999 -0.7091
H 0.5742 0.2294 1.6140
H 1.9176 0.8333 0.5937
H -0.5454 -2.1499 -0.7977
H -1.5572 -2.4297 1.3210
*
```

The total energy comes out at -377.816230 a.u. As for the relative energy (zero: lowest compared OMol25 entry of this formula, charge and spin): 3.894 eV. Its HOMO-LUMO gap is 8.62 eV.

---

Entry 9:
DFT (the ωB97M-V functional and the def2-TZVPD basis) results for C33H34GaIN3O4Si as an isolated structure.

```
! RIJCOSX wB97M-V def2-TZVPD def2/J DEFGRID3
* xyz 1 1
Ga -0.4028 0.6998 0.5605
C 2.7016 2.1660 -2.4830
C 2.8501 0.7558 -2.0005
N 3.6678 -0.0571 -2.6210
C 3.8471 -1.3191 -2.1592
C 3.2152 -1.8155 -1.0531
C 3.5354 -3.2022 -0.5763
O 2.3448 -3.9941 -0.5972
C 2.2669 -0.9848 -0.3975
C 1.5743 -1.4698 0.7630
N 0.5414 -0.9472 1.3446
C 0.1019 -1.5689 2.5537
C 1.0291 -2.0753 3.4651
C 0.6214 -2.7334 4.6113
C -0.7303 -2.8888 4.8821
C -1.6671 -2.3394 4.0209
C -1.2458 -1.6719 2.8821
I -2.6896 -0.7674 1.6764
C 2.0632 0.3178 -0.8816
O 1.2011 1.1295 -0.3691
H 3.1523 2.2656 -3.4682
H 3.2078 2.8478 -1.7963
H 1.6543 2.4668 -2.5068
H 4.5525 -1.9278 -2.7127
H 3.9487 -3.1652 0.4382
H 4.2994 -3.6302 -1.2265
H 2.5848 -4.9223 -0.5107
H 1.9500 -2.3984 1.1839
H 2.0853 -1.9121 3.2873
H 1.3635 -3.1043 5.3059
H -1.0586 -3.4140 5.7690
H -2.7232 -2.4189 4.2385
C -3.9872 -1.0640 -4.3404
O -2.6742 -1.1145 -3.7869
C -2.4389 -1.9751 -2.7783
C -3.4281 -2.7262 -2.1509
C -3.0941 -3.6670 -1.1896
C -1.7686 -3.8817 -0.8424
C -0.7834 -3.1152 -1.4375
C -1.1093 -2.1405 -2.3683
N -0.0261 -1.4475 -2.9907
C 0.0688 -0.2341 -3.4638
C -0.7965 0.8771 -3.2759
C -0.8890 1.7811 -4.3576
C -1.7706 2.8277 -4.3328
C -2.5519 3.0269 -3.1851
C -2.4212 2.2078 -2.0872
C -1.5310 1.1226 -2.0922
O -1.3627 0.3949 -1.0076
H -3.9149 -0.4240 -5.2139
H -4.6934 -0.6289 -3.6312
H -4.3233 -2.0579 -4.6386
H -4.4624 -2.5892 -2.4297
H -3.8788 -4.2468 -0.7215
H -1.5034 -4.6408 -0.1195
H 0.2607 -3.2868 -1.1981
H 0.7953 -2.0278 -3.1265
H 0.9404 -0.0827 -4.0939
H -0.2707 1.6082 -5.2320
H -1.8570 3.4944 -5.1795
H -3.2468 3.8565 -3.1510
H -2.9803 2.3934 -1.1788
C -0.7191 5.1397 4.6604
Si 0.5632 3.9045 4.1272
C 2.0790 4.7454 3.4442
C 0.9907 2.7279 5.5110
C -0.0849 2.8324 2.7599
C -0.4359 2.0882 1.8671
H -0.3444 5.7227 5.5054
H -1.6419 4.6462 4.9722
H -0.9608 5.8328 3.8521
H 2.5923 5.3325 4.2094
H 1.8045 5.4188 2.6293
H 2.7815 4.0088 3.0491
H 1.4166 3.2570 6.3672
H 1.7173 1.9853 5.1730
H 0.0980 2.1972 5.8508
*
```

The total energy comes out at -4254.953108 a.u. As for the relative energy (zero: lowest compared OMol25 entry of this formula, charge and spin): 0.000 eV. Its HOMO-LUMO gap is 7.40 eV.

---

total energy of number 8 (C3H6N2O2)?
-377.816230 a.u.

---

Which of these has the highest total energy?
C3H7N3O

---

Which value of total energy does entry 7 give?
-2808.580740 a.u.